Below is 11 unconnected molecules or ions with the total composition C30H86N4O11 at a distorted geometry, with properties calculated with ωB97M-V with the def2-TZVPD basis set.

The geometry in XYZ format:
```
131
Properties=species:S:1:pos:R:3:mulliken_charge:R:1
O -5.131 4.126 2.445 -0.23
O -3.487 -2.508 3.149 -0.15
O 5.858 0.215 2.521 -0.57
O 3.237 -3.120 -2.646 -0.45
O 1.619 4.976 2.213 -0.51
O 0.929 -5.135 1.025 -0.59
O -0.135 -2.460 0.073 -0.03
O 3.465 1.012 -5.008 -0.35
O -1.466 2.091 -3.409 -0.36
O 0.877 3.874 4.763 -0.54
O -1.021 -1.675 -2.760 -0.23
N 4.858 -1.518 -5.532 -0.76
N -5.611 0.892 0.731 -0.55
N 3.662 2.484 -1.573 -0.33
N -4.500 -4.896 5.700 -0.72
C -1.937 3.155 -2.570 -0.59
C -1.250 3.215 3.805 -0.40
C 3.381 -2.387 -3.830 0.41
C -5.826 5.355 2.562 -0.81
C 4.254 -0.313 0.751 -0.55
C -4.966 1.972 1.463 0.51
C -3.530 2.083 0.918 -0.33
C -3.059 -5.279 3.696 -1.17
C -4.129 -1.561 2.351 -0.77
C 1.884 -3.310 -2.311 0.02
C 1.820 2.760 1.292 0.45
C -1.117 3.279 -1.315 -0.56
C -1.291 -2.328 -4.000 -0.54
C 5.651 -1.551 -3.204 -0.97
C 4.829 -2.285 -4.284 0.29
C -0.704 -1.508 -5.134 -0.36
C 0.181 -0.245 1.008 0.32
C -4.319 -3.098 4.118 -0.96
C 5.175 0.714 1.375 -0.26
C -0.522 3.943 4.923 -0.55
C 1.696 1.405 -2.484 0.86
C 2.229 1.056 -5.709 -0.39
C 2.071 4.227 1.075 -0.46
C 3.203 1.504 -2.582 1.55
C -3.585 -4.285 4.748 0.56
C 1.044 -6.298 3.093 -1.23
C 3.691 1.949 -3.970 -1.52
C -0.671 -1.517 0.987 -0.35
C -5.717 3.295 1.476 -0.89
C 1.337 -4.984 2.366 0.03
H 4.777 2.070 -3.991 0.36
H -2.705 -3.799 5.177 0.17
H -5.088 -1.885 1.937 0.39
H 1.255 -0.441 1.068 -0.16
H 5.415 -0.484 -3.269 0.05
H -5.722 3.785 0.494 0.34
H -4.282 -0.624 2.905 0.25
H -1.997 4.102 -3.114 0.38
H -5.298 -3.347 3.687 0.45
H -0.838 -3.321 -4.006 0.28
H 0.485 -4.335 0.718 0.31
H 4.710 1.659 1.655 0.17
H 1.124 4.260 3.903 0.30
H -0.689 -1.930 1.992 0.32
H 0.830 -4.172 2.897 0.17
H -2.552 -6.098 4.211 0.40
H -2.979 2.861 1.452 0.18
H 5.244 -3.274 -4.474 0.50
H -2.349 -4.831 3.001 0.16
H -6.867 5.134 2.808 0.33
H 3.764 0.610 -2.307 -0.89
H 0.759 2.519 1.213 -0.40
H -1.027 2.145 3.790 0.16
H 2.414 -4.786 2.427 0.31
H 1.459 0.528 -3.097 -0.58
H 4.655 -0.524 -5.377 0.37
H 6.424 -0.498 2.203 0.32
H 1.324 5.841 1.924 0.27
H -0.124 3.673 -1.533 0.42
H 1.339 -3.919 -3.045 0.27
H 1.729 -7.092 2.799 0.31
H -3.880 -5.692 3.104 0.27
H -2.365 -2.509 -4.100 0.37
H -1.134 -0.506 -5.041 0.08
H 5.937 0.981 0.626 0.24
H -0.871 3.566 5.884 0.36
H -1.009 2.274 -0.898 -0.24
H -2.337 3.308 3.910 0.33
H 3.593 -0.794 1.472 0.23
H -5.560 1.074 -0.275 0.26
H 3.130 4.474 0.929 0.27
H -1.629 -0.934 -2.670 0.16
H -6.626 0.978 0.856 0.26
H -2.982 1.155 1.070 -0.15
H 1.074 -6.238 4.185 0.36
H 2.841 -2.849 -4.670 0.37
H -0.368 -2.267 -0.843 0.03
H 0.025 -6.598 2.843 0.27
H -0.095 0.340 1.887 0.30
H -4.828 1.574 2.474 0.20
H 1.382 -2.339 -2.234 -0.12
H 2.987 -1.368 -3.694 -0.77
H -1.764 2.257 -4.306 0.23
H -5.710 5.957 1.654 0.32
H 2.202 2.455 2.268 0.58
H 2.266 2.094 0.554 -0.42
H 0.107 0.303 0.066 -0.53
H 3.337 2.975 -4.149 0.44
H 5.479 -1.858 -2.173 0.22
H 1.267 1.178 -1.511 -0.79
H -0.879 4.984 4.900 0.27
H -0.981 3.607 2.823 0.06
H 0.378 -1.416 -5.034 -0.17
H -1.615 3.874 -0.552 0.56
H 1.850 -3.838 -1.359 0.09
H 2.281 0.342 -6.527 0.29
H 2.099 2.056 -6.133 0.31
H -0.898 -1.925 -6.123 0.46
H 1.401 0.812 -5.045 -0.09
H 3.180 3.363 -1.783 0.29
H 1.545 4.579 0.178 0.26
H -4.231 -5.864 5.861 0.31
H -4.505 -2.377 4.926 0.33
H 5.826 -1.481 -5.847 0.30
H 4.832 -1.179 0.391 0.49
H -5.368 5.959 3.345 0.23
H -3.554 -1.228 1.487 0.14
H -1.662 -1.216 0.642 -0.07
H -6.766 3.038 1.687 0.41
H 3.793 -0.005 -0.188 -0.11
H -3.495 2.389 -0.131 -0.03
H 6.712 -1.547 -3.475 0.43
H -5.399 -5.008 5.236 0.27
H 1.159 2.249 -2.915 0.40
H -2.964 2.885 -2.293 0.28
H 4.627 2.805 -1.649 0.25
```

The LUMO energy comes out at 0.075 eV. Its HOMO-LUMO gap is 9.11 eV. Its SMILES is COC[C@H](C)N.COC[C@H](C)N.COC[C@H](C)N.COC[C@H](C)N.CCO.CCO.CCO.CCO.CCO.CCO.CCO. Its net charge is 0. The energy above the lowest of the compared OMol25 structures with the same formula, charge and spin is 52.1 kcal/mol.



Below is 12 unconnected molecules or ions with the total composition C30H87N3O21 at a distorted geometry, with properties calculated with ωB97M-V with the def2-TZVPD basis set.

The geometry in XYZ format:
```
141
Properties=species:S:1:pos:R:3:mulliken_charge:R:1
O -2.387 -1.929 -4.904 -0.08
O 1.871 4.418 -0.938 -0.67
O -3.897 3.671 4.209 -0.46
O -3.524 -3.615 5.263 -0.56
O -2.366 4.396 -4.407 -0.50
O -1.261 -0.297 2.255 -0.08
O 2.820 0.879 2.857 0.19
O 0.163 3.946 -3.179 -0.66
O -4.385 -3.295 2.334 -0.49
O -2.518 6.072 0.733 -0.54
O 5.389 2.034 3.018 -0.54
O -4.828 -0.945 -2.876 -0.50
O 1.400 -1.171 3.168 0.31
O -2.833 1.976 6.339 -0.58
O 5.535 1.071 -0.053 -0.41
O -2.540 1.458 -3.218 -0.28
O 0.070 5.213 1.769 -0.54
O 2.529 -3.610 -0.471 -0.43
O 0.376 -0.012 -0.200 0.01
O 2.723 -3.351 -3.498 -0.60
O -4.191 -3.203 -1.168 -0.48
N -4.721 -2.332 -6.554 -0.80
N 7.677 1.226 -1.845 -0.76
N 3.446 -4.179 2.188 -0.75
C 4.238 2.673 3.513 -0.51
C -2.784 3.156 -4.935 -0.49
C 6.446 -0.033 -0.289 -0.39
C -2.059 1.896 -4.499 -0.54
C -2.251 5.993 2.105 -0.58
C 2.400 -2.356 -2.528 -0.40
C -1.047 -0.166 -0.054 -0.17
C -3.945 -3.402 -5.930 0.74
C -1.067 -1.547 -4.479 -0.69
C -0.270 3.837 -1.884 -0.12
C -1.241 4.929 2.260 0.34
C -1.682 0.520 1.213 0.08
C 1.898 -2.259 2.477 -0.59
C 7.838 0.458 -0.586 0.02
C 8.590 1.490 0.343 -1.23
C 4.092 0.810 -0.360 -0.59
C -3.114 1.513 5.006 -0.16
C 0.935 -1.407 4.491 -0.91
C 3.112 -3.147 3.116 0.30
C -3.139 -3.775 2.800 -0.27
C -4.102 -4.674 -6.703 -1.50
C -2.677 -3.315 4.164 -0.04
C 1.687 -2.843 -1.264 0.57
C 0.768 3.471 -0.867 -0.26
C -5.285 -2.316 -0.955 -0.41
C -4.877 -0.890 -1.446 -0.24
C 3.217 1.656 3.909 -0.22
C -2.450 -2.943 -5.947 -0.87
C -4.228 2.325 4.246 -0.51
C 4.339 -2.340 3.503 -1.06
H -1.492 0.126 -1.005 0.03
H -0.978 2.013 -4.428 0.58
H -5.621 -2.175 0.072 0.27
H -4.246 -3.616 -4.904 0.05
H 8.464 -0.401 -0.830 0.48
H -1.024 -1.304 -3.417 0.05
H 3.847 1.871 -0.410 0.24
H -2.227 1.092 -5.216 0.22
H 4.002 0.314 -1.327 0.57
H 3.426 -2.099 -2.266 0.14
H -2.455 -3.587 1.973 0.19
H 6.125 -0.744 -1.050 0.35
H 8.673 0.940 1.280 0.33
H 2.364 -4.497 -0.801 0.29
H -4.156 -1.625 -2.957 0.23
H 1.325 -1.991 -0.689 -0.51
H -5.142 2.096 4.793 0.35
H 4.607 3.409 4.228 0.39
H 5.109 1.658 2.180 0.17
H -5.086 -5.138 -6.628 0.43
H 4.210 -1.751 4.411 0.25
H 7.625 0.687 -2.697 0.24
H 0.332 -0.499 4.531 0.32
H -4.432 -3.427 5.015 0.36
H -0.721 -0.712 -5.087 0.31
H -6.128 -2.718 -1.518 0.35
H 3.654 -3.571 -3.421 0.34
H 2.189 0.221 3.155 0.07
H -3.674 -4.564 -7.699 0.32
H 6.815 1.725 -1.677 0.30
H -5.472 -0.028 -1.141 0.54
H -2.148 -2.706 -6.968 0.31
H 3.771 3.175 2.666 0.12
H 2.368 -1.708 1.663 -0.33
H -1.782 6.888 2.513 0.28
H 3.558 0.602 0.567 -0.05
H -0.313 -0.359 2.121 -0.23
H -4.348 1.958 3.226 0.27
H -1.689 -3.598 4.525 0.28
H -3.226 5.891 2.581 0.32
H -2.169 1.660 4.483 0.11
H 2.555 -4.567 1.913 0.38
H -1.040 3.080 -1.737 0.04
H 7.940 2.356 0.471 0.23
H -4.507 -4.108 -1.117 0.27
H -2.771 0.481 1.208 0.37
H 5.278 -2.894 3.531 0.48
H -5.643 -2.731 -6.455 0.31
H 2.282 2.094 4.257 0.36
H 1.924 -1.538 -3.069 0.28
H 0.446 3.266 0.154 0.47
H 0.855 -3.515 -1.475 0.51
H -1.625 3.983 1.878 -0.12
H -0.790 4.775 -1.691 0.34
H -4.695 -2.501 2.775 0.28
H 1.690 -1.525 5.267 0.30
H 2.313 4.399 -0.086 0.35
H 3.748 -3.860 1.278 0.31
H -2.544 5.099 -5.037 0.26
H 1.184 2.530 -1.227 0.05
H -1.991 6.751 0.306 0.29
H -1.402 1.553 1.423 -0.18
H -0.028 5.560 0.880 0.29
H 0.278 -2.275 4.434 0.07
H -0.981 4.806 3.312 0.27
H -3.534 -5.460 -6.206 0.39
H -3.607 1.772 6.867 0.33
H -3.444 1.180 -3.380 0.13
H 3.664 1.004 4.659 0.25
H -3.851 3.140 -4.712 0.27
H -0.274 -2.275 -4.647 0.39
H -3.117 -4.864 2.820 0.33
H 4.544 -1.620 2.711 -0.07
H -1.925 -3.806 -5.538 0.41
H 6.413 -0.582 0.652 0.22
H 1.032 -2.803 2.102 0.38
H -4.724 -1.604 -5.854 0.32
H 9.589 1.701 -0.038 0.39
H -3.571 0.542 5.196 0.31
H 0.844 -0.413 0.536 -0.21
H -0.648 4.204 -3.624 0.38
H -3.570 3.994 5.051 0.34
H -2.835 3.142 -6.023 0.44
H -1.331 -1.218 -0.056 0.15
H -3.970 -0.726 -0.865 -0.07
H 2.622 -3.534 4.009 0.34
H -2.606 -2.232 4.061 -0.04
```

The LUMO energy comes out at 0.049 eV. Its HOMO-LUMO gap is 8.67 eV. Its SMILES is COC[C@H](C)N.COC[C@H](C)N.COC[C@H](C)N.OCCO.OCCO.OCCO.OCCO.OCCO.OCCO.OCCO.OCCO.OCCO. Its net charge is 0. The energy above the lowest of the compared OMol25 structures with the same formula, charge and spin is 134.6 kcal/mol.



Below is a molecular structure, C30H88O14 at a distorted geometry, with properties calculated with ωB97M-V with the def2-TZVPD basis set.

The geometry in XYZ format:
```
132
Properties=species:S:1:pos:R:3:mulliken_charge:R:1
O -2.402 -0.038 1.962 -0.97
O 0.927 -3.632 -3.289 -0.76
O 4.594 0.081 2.275 -0.54
O 0.921 4.057 -2.794 -0.64
O 1.500 1.730 3.748 -0.16
O 3.881 -2.078 -1.134 -0.58
O -4.335 -2.521 -1.963 -0.60
O -0.978 0.365 -4.751 -0.70
O 0.104 3.203 1.070 -0.81
O 2.138 -3.746 3.962 -0.61
O 1.536 1.455 -4.349 -0.58
O 0.187 2.979 3.441 -1.02
O -3.225 1.665 2.071 -0.42
O -1.212 -1.340 0.758 -1.04
C -0.366 0.595 -0.253 -0.16
C 1.425 2.769 1.012 0.48
C 3.608 -2.940 -0.090 0.03
C 2.901 -4.233 -0.647 -1.73
C 2.056 0.277 -3.815 0.45
C 1.038 0.529 4.411 -0.48
C 0.256 -2.486 3.229 -0.06
C 0.290 -4.985 3.217 -1.72
C -3.239 2.028 0.745 1.38
C -0.756 2.765 -1.710 -0.02
C -0.439 -1.769 -3.805 -0.32
C -4.151 -0.515 -3.326 -1.69
C -0.946 1.032 -3.465 -1.57
C 3.527 0.192 -4.165 -1.89
C -0.538 5.212 -1.301 -1.96
C -0.979 2.195 3.208 -2.19
C 0.517 -2.212 -1.538 -1.27
C -4.686 1.899 0.249 -1.77
C -0.102 -2.837 -2.759 0.28
C 1.841 0.382 -2.299 0.00
C 1.131 -3.722 2.997 0.37
C -2.728 3.469 0.668 -0.83
C -2.693 -0.845 -1.290 -0.52
C 0.751 -0.487 1.882 -1.34
C 3.389 0.306 2.874 -1.56
C -3.407 -1.558 -2.474 0.46
C 0.269 3.884 -1.584 -0.30
C 0.028 -0.679 0.483 1.06
C 2.779 -2.212 0.968 0.10
C -2.559 -0.355 3.334 -0.97
H -4.846 0.835 0.076 0.46
H 0.537 1.183 -0.416 -1.14
H 1.063 3.737 -0.851 0.46
H 0.037 6.136 -1.362 0.38
H 2.656 -2.871 1.828 0.25
H 1.195 -1.410 2.256 1.11
H -1.729 3.473 1.102 -0.03
H 1.562 -0.643 -4.128 0.25
H -0.401 0.469 -2.707 -0.54
H 2.752 -4.479 3.868 0.42
H -2.818 0.814 1.817 0.71
H 2.760 0.852 2.171 1.11
H 1.552 2.064 1.833 -0.05
H 0.098 -0.109 2.669 -0.41
H 0.707 -3.049 -0.867 0.30
H -4.893 2.266 -0.757 0.39
H 4.530 -3.262 0.394 0.65
H -1.832 0.130 3.986 0.07
H -2.387 -1.422 3.477 0.38
H -0.701 1.385 2.534 -0.30
H 3.602 -0.068 -5.221 0.42
H -4.834 0.117 -2.758 0.32
H -0.952 -2.154 -4.686 0.46
H 1.961 2.201 -3.920 0.53
H -0.367 -2.525 4.122 1.00
H -1.056 -1.032 -3.291 -1.23
H 0.930 -5.863 3.302 0.47
H -2.672 -2.022 -3.132 -0.03
H -0.106 0.337 -5.152 0.58
H 1.557 0.240 1.792 -1.05
H 4.124 1.065 -3.898 0.44
H -1.279 5.364 -2.086 0.51
H -1.081 1.220 0.282 -0.76
H -3.346 4.114 1.293 0.10
H -1.776 -0.894 1.393 0.80
H 2.042 -4.026 -1.286 0.56
H 2.111 3.615 1.049 0.56
H 1.452 2.260 0.048 -0.16
H 0.203 0.192 3.797 0.78
H 1.506 -1.827 -1.788 0.67
H 0.865 -1.581 3.228 -0.29
H -0.743 0.376 -1.252 -0.51
H -0.441 1.987 -3.606 0.98
H -0.299 -4.968 4.134 0.37
H -0.385 -5.135 2.375 0.31
H -0.955 -3.455 -2.480 0.89
H -1.118 2.463 -0.727 -0.56
H 2.119 2.289 4.223 0.35
H -0.243 1.872 -2.065 0.81
H 0.624 -1.286 -0.198 0.03
H 0.400 -1.219 -4.232 -0.26
H 0.305 4.496 -3.385 0.47
H 1.737 -3.192 -3.022 0.39
H -2.663 3.907 -0.327 0.76
H -3.755 2.327 2.521 0.73
H 1.822 -1.853 0.590 0.49
H -2.012 -1.514 -0.765 -0.03
H -5.410 2.323 0.945 0.27
H -1.838 2.680 2.744 1.29
H 3.578 0.884 3.779 0.35
H -1.097 5.083 -0.374 0.29
H -4.965 -2.767 -2.644 0.44
H -2.521 1.397 0.221 1.12
H -1.357 1.758 4.133 1.30
H 2.055 1.382 -1.922 0.88
H -3.487 0.156 -3.871 0.27
H 3.299 -1.342 1.369 0.16
H 2.613 -4.989 0.084 0.35
H 4.202 -1.263 -0.741 0.39
H -0.374 -2.465 2.339 -0.45
H -2.101 0.028 -1.565 0.16
H -1.939 1.245 -3.068 0.72
H 1.594 -3.785 2.012 -0.03
H 0.869 0.114 -1.886 -0.88
H 2.838 -0.587 3.171 0.75
H 2.455 -0.320 -1.734 -0.04
H 5.197 -0.195 2.970 0.39
H 0.803 0.820 5.434 0.45
H -0.178 -1.535 -1.041 -1.11
H -0.190 3.241 1.983 0.27
H 1.807 -0.243 4.440 0.37
H -3.440 -0.565 -0.546 1.01
H -4.792 -0.929 -4.104 0.53
H -3.563 -0.101 3.675 0.55
H 4.031 -0.586 -3.593 0.30
H 0.869 2.421 3.821 0.73
H -1.583 3.083 -2.344 1.54
H 3.655 -4.748 -1.242 0.44
```

The LUMO energy comes out at -0.022 eV. Its HOMO-LUMO gap is 8.40 eV. Its net charge is 0. The energy above the lowest of the compared OMol25 structures with the same formula, charge and spin is 654.2 kcal/mol.